[1]
This record from the Open Molecules 2025 dataset describes 2 unconnected molecules or ions with the total composition C3H12N2OS at a distorted geometry. The level of theory is ωB97M-V/def2-TZVPD.

Positions of all 19 atoms, in Å:
S1 -1.15 -1.62 -2.41
O1 2.29 3.67 -0.91
N1 0.30 0.11 0.94
N2 -1.01 -1.34 2.31
C1 0.42 -0.78 -0.23
C2 -0.33 -0.28 -1.48
C3 -0.98 -0.11 1.64
H1 -1.11 0.72 2.34
H2 -1.15 0.35 -1.14
H3 0.12 -1.77 0.09
H4 3.03 3.42 -1.48
H5 -1.58 -2.06 1.92
H6 -0.08 -2.38 -2.63
H7 0.37 0.18 -2.17
H8 1.59 3.06 -1.16
H9 -1.83 -0.03 0.95
H10 1.47 -0.87 -0.50
H11 0.41 1.06 0.61
H12 -0.80 -1.32 3.29

Results
* highest occupied orbital energy: -0.31959 Ha
* electronic energy: -19167.8298 eV
* spin multiplicity: 1
* relative energy (zero: lowest compared OMol25 entry of this formula, charge and spin): 0.911 eV
* charge: 0
* LUMO level: 0.560 eV
* strongest force on any atom: 1.7 eV/Å
* SMILES: NCNCCS.O

Atomic partial charges in e from the natural (NBO) method, atoms 1 to 2:
1 S -0.053
2 O -0.931



[2]
This record from the Open Molecules 2025 dataset describes 2 unconnected molecules or ions with the total composition C3H12N2S at a distorted geometry. The level of theory is ωB97M-V/def2-TZVPD.

Positions of all 18 atoms, in Å:
S1 1.35 1.37 -1.15
N1 -1.65 -0.35 1.67
N2 -3.36 -1.28 0.16
C1 -2.45 -0.17 0.49
C2 3.04 -0.58 0.11
C3 1.61 -0.15 -0.11
H1 -1.81 -0.08 -0.38
H2 3.57 0.14 0.73
H3 -3.02 0.76 0.51
H4 -1.19 -1.24 1.77
H5 3.02 -1.50 0.70
H6 -2.94 -1.95 -0.46
H7 2.22 1.16 -2.15
H8 -3.58 -1.78 1.01
H9 1.08 0.02 0.83
H10 1.12 -0.94 -0.68
H11 -2.05 0.02 2.50
H12 3.56 -0.77 -0.83

Results
* highest occupied orbital energy: -0.32366 Ha
* electronic energy: -17120.6052 eV
* spin multiplicity: 1
* relative energy (zero: lowest compared OMol25 entry of this formula, charge and spin): 0.241 eV
* charge: 0
* LUMO level: 0.920 eV
* strongest force on any atom: 1.5 eV/Å
* SMILES: CCS.NCN

Atomic partial charges in e from the natural (NBO) method, atoms 1 to 2:
1 S -0.079
2 N -0.872



[3]
This record from the Open Molecules 2025 dataset describes 2 unconnected molecules or ions with the total composition C3H12N2S at a distorted geometry. The level of theory is ωB97M-V/def2-TZVPD.

Positions of all 18 atoms, in Å:
S1 -0.80 0.71 -2.57
N1 1.23 -0.81 1.39
N2 0.50 1.17 2.82
C1 1.20 -0.19 2.80
C2 0.34 -0.52 -1.83
C3 -2.50 0.36 -2.68
H1 -0.54 1.10 2.82
H2 1.37 -0.05 -1.89
H3 -2.63 -0.76 -3.05
H4 2.21 -0.15 3.13
H5 0.88 1.74 2.10
H6 0.72 -0.87 3.45
H7 0.14 -0.76 -0.73
H8 -3.18 0.76 -1.88
H9 1.08 -0.12 0.70
H10 -2.73 1.10 -3.39
H11 0.56 -1.51 -2.39
H12 2.12 -1.20 1.21

Results
* highest occupied orbital energy: -0.30831 Ha
* electronic energy: -17119.2012 eV
* spin multiplicity: 1
* relative energy (zero: lowest compared OMol25 entry of this formula, charge and spin): 1.645 eV
* charge: 0
* LUMO level: 0.879 eV
* strongest force on any atom: 3.3 eV/Å
* SMILES: CSC.NCN

Atomic partial charges in e from the natural (NBO) method, atoms 1 to 2:
1 S 0.187
2 N -0.866



[4]
This record from the Open Molecules 2025 dataset describes 3 unconnected molecules or ions with the total composition C3H12N2S2 at a distorted geometry. The level of theory is ωB97M-V/def2-TZVPD.

Positions of all 19 atoms, in Å:
S1 1.29 1.54 0.99
S2 0.83 -2.46 0.03
N1 0.07 -0.16 -1.83
N2 -2.05 1.66 0.54
C1 -1.50 1.39 -0.80
C2 -1.01 -0.05 -0.85
C3 1.97 -2.13 1.36
H1 -0.74 -0.30 0.18
H2 1.46 -1.75 2.24
H3 0.45 -1.11 -1.95
H4 -1.24 1.65 1.16
H5 0.86 0.38 -1.48
H6 2.71 -1.37 1.06
H7 -0.65 2.04 -1.01
H8 -1.85 -0.71 -1.09
H9 2.51 -3.05 1.58
H10 1.60 0.25 0.84
H11 -2.26 1.59 -1.56
H12 -2.44 2.59 0.61

Results
* highest occupied orbital energy: -0.30695 Ha
* electronic energy: -27951.0389 eV
* spin multiplicity: 1
* relative energy (zero: lowest compared OMol25 entry of this formula, charge and spin): 5.234 eV
* charge: 0
* LUMO level: -4.552 eV
* strongest force on any atom: 1.7 eV/Å

Atomic partial charges in e from the natural (NBO) method, atoms 1 to 2:
1 S -0.375
2 S 0.137